No. 1
C39H39N2O2PRuS2Se as an isolated structure, computed with the ωB97M-V functional and the def2-TZVPD basis.

Output
Calculated total energy (eV): -147026.0223
Charge: +2
Frontier orbital gap (eV): 7.2
E_LUMO (eV): -6.26

Last column: Mulliken charge in e.
Element x y z (Å)
Ru -0.794098 -0.325125 -0.833864  -0.61
O -2.664981 -2.387832 -1.617190  -0.53
N -1.297052 -2.194341 -1.376950  0.40
C -0.609759 -3.189807 -1.795806  -0.97
C 0.845489 -3.280773 -1.881603  0.70
C 1.341033 -4.294000 -2.704551  -0.92
C 2.705004 -4.458375 -2.885658  -0.98
C 3.592014 -3.624928 -2.221681  -0.72
C 3.112903 -2.631562 -1.376139  0.09
C 1.748427 -2.444820 -1.206779  0.32
P 1.089071 -1.253788 -0.010079  1.72
C 2.388423 -0.048063 0.343218  1.72
C 3.072972 0.025386 1.554403  -1.01
C 4.042455 1.001100 1.745066  -0.76
C 4.338588 1.900139 0.731238  -0.77
C 3.650634 1.839877 -0.474840  -0.65
C 2.672665 0.878386 -0.663686  -0.78
C 0.929177 -2.415981 1.381121  0.94
C -0.335202 -2.835111 1.784122  -0.51
C -0.476891 -3.856432 2.714046  -0.71
C 0.645465 -4.465915 3.250051  -0.76
C 1.913138 -4.067381 2.840915  -0.97
C 2.055073 -3.062458 1.900830  -0.79
H -3.115216 -2.097112 -0.812473  0.34
H -1.181848 -4.027281 -2.183688  0.54
H 0.650294 -4.954439 -3.214456  0.50
H 3.070130 -5.242328 -3.534513  0.45
H 4.658761 -3.750460 -2.351385  0.49
H 3.811444 -1.986108 -0.856755  0.53
H 2.842440 -0.658166 2.360739  0.47
H 4.569770 1.052887 2.688245  0.46
H 5.101516 2.652130 0.881707  0.42
H 3.872728 2.546482 -1.263596  0.48
H 2.122118 0.851592 -1.597951  0.16
H -1.213518 -2.363734 1.363683  0.47
H -1.465111 -4.179032 3.015778  0.51
H 0.536506 -5.260323 3.975920  0.43
H 2.791335 -4.552963 3.244442  0.48
H 3.048028 -2.798597 1.559268  0.51
S -2.552388 1.002243 -2.008242  -0.40
C -1.421893 0.545844 -3.297201  0.52
N -0.303093 -0.023134 -2.897712  0.61
C 0.516706 -0.278275 -3.994790  -0.95
C 1.817489 -0.790189 -3.996347  0.52
C 2.460300 -0.955205 -5.201111  -1.19
C 1.844775 -0.617306 -6.415933  -0.68
C 0.576949 -0.084422 -6.438325  -0.67
C -0.073278 0.090490 -5.217012  0.74
S -1.631402 0.802366 -4.960743  -0.23
H 2.314550 -1.039245 -3.073926  0.49
H 3.468646 -1.346573 -5.211816  0.50
H 2.378865 -0.763513 -7.344521  0.43
H 0.103063 0.200458 -7.367496  0.43
C -3.039946 5.119387 4.040186  -1.67
C -2.605970 4.457746 2.765872  0.46
C -3.518981 4.179216 1.752455  -0.91
C -3.136652 3.611225 0.544504  0.53
C -4.164484 3.455108 -0.539388  -1.77
C -1.788347 3.247504 0.391663  1.61
Se -1.093782 2.583011 -1.271825  0.15
C -0.829089 3.554840 1.366971  -0.39
C 0.652013 3.333399 1.202582  -1.08
C -1.269621 4.156382 2.541437  -0.37
H -4.122855 5.108113 4.146565  0.39
H -2.712506 6.160274 4.055774  0.38
H -2.601319 4.627722 4.908686  0.38
H -4.559504 4.449026 1.889680  0.39
H -5.063467 4.011484 -0.283270  0.48
H -4.471728 2.417523 -0.684248  0.31
H -3.796186 3.834459 -1.494627  0.37
H 0.906900 2.650109 0.394019  -0.20
H 1.084581 2.927382 2.118435  0.42
H 1.149126 4.285821 1.010449  0.44
H -0.534572 4.403933 3.300135  0.50
C -3.121028 0.108836 2.960010  -0.61
C -1.716546 -0.198682 3.486044  -0.52
C -0.839398 0.323365 2.371896  0.48
O -1.579078 0.038257 1.144217  0.64
C -2.990628 -0.095236 1.455781  -0.60
H -3.400410 1.141642 3.171691  0.23
H -3.877748 -0.543910 3.389810  0.46
H -1.576443 -1.269643 3.628292  0.11
H -1.504230 0.302831 4.428267  0.49
H 0.138869 -0.140936 2.293513  -0.45
H -0.736884 1.401984 2.447860  -0.02
H -3.311036 -1.089580 1.131353  0.48
H -3.532254 0.663146 0.889250  0.06

Cartesian forces (eV/Å) of the 2 atoms listed first:
Ru 0.33 0.65 -0.08
O 0.04 -0.14 0.00


No. 2
A 2-piece molecular cluster, H4OS overall in a non-equilibrium geometry, computed with the ωB97M-V functional and the def2-TZVPD basis.

Output
Calculated total energy (eV): -12947.3678
SMILES: O.S
Energy above the lowest of the compared OMol25 structures with the same formula, charge and spin (kcal/mol): 2.56
Charge: 0
Frontier orbital gap (eV): 10.7
E_LUMO (eV): 0.80

Last column: Mulliken charge in e.
Element x y z (Å)
O 0.418505 -0.319307 -2.947791  -0.65
H -0.033193 0.118610 -2.191173  0.32
H 0.827778 0.419036 -3.453368  0.33
S -0.762967 -0.119911 2.357819  -0.30
H 0.167085 -0.914051 2.920011  0.15
H -0.617207 0.815623 3.314503  0.15

Cartesian forces (eV/Å) of the 2 atoms listed first:
O -0.04 1.21 0.24
H 0.50 -0.44 -0.81


No. 3
C7H6CdCl3O8 as an isolated structure in a non-equilibrium geometry, computed with the ωB97M-V functional and the def2-TZVPD basis.

Output
Calculated total energy (eV): -65855.8060
Charge: -1
Frontier orbital gap (eV): 8.7
E_LUMO (eV): 3.08

Last column: Mulliken charge in e.
Element x y z (Å)
Cd -0.396485 1.481685 -0.886091  1.13
O 1.212114 1.739380 -3.543935  -0.59
Cl 1.097245 2.930532 -2.752217  1.85
O 1.729086 4.032977 -3.390213  -0.69
O -0.320690 3.209873 -2.558381  -0.67
O 1.672888 2.687676 -1.449364  -0.67
Cl 1.514243 -0.592758 -1.417707  -0.24
C 0.658404 -1.547600 -0.244214  1.07
C 1.372099 -2.413659 0.565075  -0.68
C 0.719913 -3.098756 1.576462  -0.36
C -0.638584 -2.897169 1.769893  -0.67
C -1.340212 -2.038364 0.941198  -0.61
C -0.720006 -1.340552 -0.098758  0.45
C -1.482056 -0.398672 -0.962497  -1.72
H 2.437897 -2.522377 0.411780  0.39
H 1.276588 -3.770293 2.217851  0.35
H -1.145887 -3.403729 2.581972  0.35
H -2.401439 -1.887535 1.097502  0.31
H -2.515337 -0.342281 -0.627560  0.47
H -1.465618 -0.729924 -2.003004  0.54
O 0.115703 2.565948 3.096675  -0.69
Cl -0.255160 2.186400 1.776270  1.70
O -0.153940 3.310103 0.874056  -0.68
O -1.605228 1.691260 1.736408  -0.60
O 0.634462 1.147834 1.288796  -0.70

Cartesian forces (eV/Å) of the 2 atoms listed first:
Cd -0.38 -0.03 -0.26
O 0.04 -0.11 -0.12


No. 4
A single C5H10O molecule, computed with the ωB97M-V functional and the def2-TZVPD basis.

Output
Calculated total energy (eV): -7394.2616
SMILES: C[C@H]1CCOC1
Energy above the lowest of the compared OMol25 structures with the same formula, charge and spin (kcal/mol): 11.62
Charge: 0
Frontier orbital gap (eV): 10.9
E_LUMO (eV): 1.12

Last column: Mulliken charge in e.
Element x y z (Å)
C -0.575159 -0.203203 -1.780665  -1.52
C -0.567779 -0.338780 -0.254199  0.55
C 0.804960 -0.801162 0.294316  -0.76
C 1.126812 0.227827 1.383953  -0.43
O 0.483961 1.407851 0.954386  -0.39
C -0.791621 0.973936 0.533508  -0.66
H -0.663935 -1.198048 -2.232902  0.36
H -1.419561 0.396516 -2.140147  0.37
H 0.346725 0.253337 -2.161037  0.36
H -1.343934 -1.062959 0.010519  0.31
H 0.791185 -1.825044 0.675929  0.33
H 1.553732 -0.733234 -0.501413  0.26
H 2.192271 0.438353 1.501270  0.33
H 0.721393 -0.081535 2.362067  0.27
H -1.419712 0.791339 1.424612  0.30
H -1.235051 1.781631 -0.051010  0.33

Cartesian forces (eV/Å) of the 2 atoms listed first:
C -0.02 0.01 -0.04
C -0.04 0.03 0.04